(1)
This record from the OMol25 dataset describes 7 unconnected molecules or ions with the total composition C26H69N3O14 at a distorted geometry. The level of theory is the ωB97M-V functional and the def2-TZVPD basis.

Geometry as XYZ:
```
112
Properties=species:S:1:pos:R:3
C -19.3831 25.4875 3.2080
O -19.0401 25.1867 4.5705
C -19.7354 24.0688 5.0723
C -19.1674 23.7635 6.4785
N -19.8400 22.5708 7.0230
C -19.2821 21.3501 6.5405
C -19.9550 20.2138 7.2949
O -21.2242 20.2103 6.7335
C -22.1267 19.3450 7.3765
H -19.2122 24.6625 2.5676
H -18.8346 26.3521 2.8490
H -20.4307 25.8824 3.1725
H -19.5601 23.2314 4.3675
H -20.7414 24.3814 5.0357
H -19.3500 24.5596 7.1625
H -18.0887 23.6800 6.3902
H -20.8356 22.5671 6.8896
H -18.2457 21.4983 6.8069
H -19.3132 21.2675 5.4726
H -19.8680 20.3145 8.3456
H -19.5600 19.2646 6.9317
H -22.0448 18.2387 7.2377
H -23.1559 19.5935 7.1036
H -22.1668 19.5082 8.4884
C -24.3413 21.2838 9.5435
O -24.0736 22.6194 9.0679
C -23.0097 22.7816 8.1517
C -23.5865 22.5280 6.7115
N -22.5375 22.3764 5.7564
C -23.0835 22.2195 4.4335
C -21.9384 22.1399 3.4755
O -22.4739 21.7550 2.2264
C -21.4377 21.4297 1.2346
H -25.1592 21.1255 10.2338
H -23.4437 20.8896 9.9465
H -24.6288 20.6225 8.6823
H -22.2717 21.9950 8.4875
H -22.5795 23.7616 8.2581
H -24.2094 23.4343 6.4718
H -24.2668 21.7355 6.5698
H -22.1043 21.4600 5.9072
H -23.6473 23.0835 4.0556
H -23.8116 21.3850 4.3048
H -21.2178 21.4079 3.8480
H -21.4284 23.0902 3.3163
H -20.6113 22.1259 1.1758
H -21.7359 21.3640 0.2053
H -20.8471 20.6090 1.5738
C -25.8804 20.3143 -5.2519
O -26.1780 19.9921 -3.9010
C -25.1836 20.4493 -2.9637
C -25.7109 20.2986 -1.5574
N -24.5918 20.4646 -0.5858
C -25.0758 20.1098 0.8009
C -25.2029 18.5405 0.8736
O -25.3543 18.0668 2.1735
C -26.6937 18.0979 2.7837
H -25.8237 21.4199 -5.3312
H -26.6307 19.8975 -5.9170
H -24.9021 19.8861 -5.6223
H -24.9650 21.5562 -3.2060
H -24.1989 19.9538 -3.1837
H -26.1549 19.3019 -1.4503
H -26.6041 20.8891 -1.3506
H -24.4293 21.4731 -0.6571
H -25.9864 20.6686 1.1005
H -24.3066 20.4696 1.4799
H -24.2870 18.1000 0.5469
H -25.8499 18.0407 0.1823
H -27.4339 17.4511 2.3357
H -27.1353 19.1614 2.7495
H -26.5974 17.7463 3.8015
O -22.5279 21.1229 -4.8182
C -22.5305 22.4545 -4.4360
C -22.1650 22.5051 -2.9346
O -21.0358 21.6992 -2.8124
H -21.9051 20.7266 -4.2225
H -21.6844 22.9506 -4.8642
H -23.4535 23.0520 -4.6386
H -22.9603 22.2155 -2.2479
H -21.9561 23.5738 -2.5989
H -21.3275 21.0143 -2.1765
O -23.6222 22.9390 0.0392
C -23.3741 24.3227 0.1241
C -21.8968 24.5051 0.3994
O -21.5211 25.8998 0.3889
H -23.3079 22.5029 0.8688
H -23.6785 24.8627 -0.7496
H -23.9005 24.7171 1.0352
H -21.4868 24.1171 -0.5014
H -21.5446 23.9991 1.3036
H -21.4238 26.1081 -0.5261
O -20.6940 26.0714 -2.2872
C -20.1614 27.1707 -3.0305
C -18.8764 27.5693 -2.2656
O -18.3308 28.6832 -2.9878
H -20.2214 25.2360 -2.4333
H -19.8546 26.9461 -4.0939
H -20.9101 27.8864 -2.9852
H -18.1153 26.7486 -2.2199
H -19.0985 27.8413 -1.2113
H -17.4414 28.7890 -2.5474
O -19.2254 22.9650 -0.8101
C -18.1473 23.7263 -0.9601
C -17.8718 23.6764 -2.4841
O -19.0652 24.1302 -3.1038
H -19.6755 22.9255 -1.6348
H -18.4471 24.7567 -0.5544
H -17.2277 23.3361 -0.5346
H -17.6237 22.6395 -2.8042
H -17.0723 24.3742 -2.6645
H -19.0729 23.9015 -4.0836
```

Results
Orbital gap, eV: 8.60
Highest occupied orbital energy, eV: -8.383
Relative energy (zero: lowest compared OMol25 entry of this formula, charge and spin), kJ/mol: 372.5
Charge: 0

***

(2)
This record from the OMol25 dataset describes 8 unconnected molecules or ions with the total composition C26H70BCl2N3O11PS7 at a distorted geometry. The level of theory is the ωB97M-V functional and the def2-TZVPD basis.

Geometry as XYZ:
```
121
Properties=species:S:1:pos:R:3
C 3.1854 -0.8093 1.9706
C 1.6454 -0.9090 1.9772
B 1.0675 -1.2462 0.5787
O 1.6649 -0.7970 -0.5650
C -0.3085 -2.1166 0.3649
Cl -1.3303 -1.6133 1.8043
O -0.9470 -1.5619 -0.7445
C -1.8388 -2.4031 -1.4280
O -2.7458 -1.6913 -2.1663
C -2.5294 -3.4715 -0.5961
C -3.7054 -3.1360 0.3292
Cl -4.9167 -4.4814 0.1377
C -4.4320 -1.8080 0.1377
C -5.1303 -1.3824 1.4457
N -1.4935 -4.2794 0.1669
N -1.5240 -5.6214 -0.3041
C -0.1039 -3.6246 0.2714
C 0.8340 -3.8885 -0.9375
C 2.3524 -4.0097 -0.7294
N 2.9021 -5.3442 -0.5470
P 0.7804 -4.2793 1.8632
C 0.6717 -6.1205 1.7829
O -0.2375 -4.0368 3.1400
H 3.4682 0.1370 2.4089
H 3.6663 -1.5869 2.5546
H 3.5830 -0.8853 0.9695
H 1.3340 -1.6172 2.7371
H 1.2562 0.0569 2.2965
H 1.2520 0.0257 -0.8835
H -1.2358 -2.9655 -2.1536
H -2.5805 -0.7393 -2.0621
H -2.9263 -4.1294 -1.3498
H -3.4490 -3.2022 1.3761
H -5.1919 -1.9410 -0.6177
H -3.7652 -1.0159 -0.1520
H -4.5119 -0.6344 1.9325
H -6.0701 -0.9008 1.2240
H -5.2779 -2.2209 2.1139
H -1.8298 -4.2906 1.1315
H -2.2136 -6.1812 0.1786
H -0.6217 -6.0602 -0.3808
H 0.5068 -4.7348 -1.5322
H 0.7062 -3.0427 -1.6012
H 2.7889 -3.6101 -1.6395
H 2.7380 -3.3653 0.0489
H 2.3265 -6.0856 -0.9159
H 3.2051 -5.5322 0.3967
H 0.8255 -6.5424 0.8036
H -0.2688 -6.4852 2.1911
H 1.4422 -6.4767 2.4525
H -0.9468 -4.7046 3.1418
C -7.0308 -1.1808 -4.3588
S -5.4229 -0.7800 -3.6674
O -5.5318 0.5495 -2.9995
C -4.6205 -0.5201 -5.2502
H -7.7208 -1.3423 -3.5331
H -7.3805 -0.3526 -4.9746
H -6.9464 -2.0910 -4.9530
H -5.1435 0.2606 -5.8024
H -4.6279 -1.4551 -5.8119
H -3.5929 -0.2091 -5.0669
C 1.4893 3.0235 2.4022
S 2.1363 2.6862 0.7618
O 3.6085 2.5124 0.8914
C 1.8886 4.3403 0.1295
H 1.6002 2.1211 3.0023
H 2.0587 3.8387 2.8513
H 0.4324 3.2835 2.3203
H 2.4464 5.0252 0.7664
H 0.8274 4.5916 0.1249
H 2.2769 4.3768 -0.8867
C -2.0030 -3.7541 -7.4940
S -3.5077 -2.9118 -8.0031
O -4.6180 -3.4630 -7.1767
C -3.6106 -3.6735 -9.6253
H -1.7768 -3.4463 -6.4750
H -2.1581 -4.8324 -7.5291
H -1.1858 -3.4637 -8.1539
H -3.6555 -4.7570 -9.5177
H -2.7422 -3.3824 -10.2156
H -4.5170 -3.3133 -10.1065
C -2.4316 1.8146 -0.0583
S -2.1478 3.4713 0.5797
O -0.8952 3.3941 1.3925
C -3.5228 3.4877 1.7289
H -1.6302 1.5940 -0.7629
H -2.4059 1.0975 0.7648
H -3.3928 1.7701 -0.5735
H -3.4240 2.6547 2.4265
H -4.4559 3.4130 1.1700
H -3.4899 4.4324 2.2741
C -1.2679 6.8399 5.7587
S -1.3221 6.1802 4.0884
O -2.7589 6.0444 3.7125
C -0.7393 4.5374 4.5194
H -1.6365 7.8628 5.7276
H -1.9020 6.2390 6.4105
H -0.2376 6.8327 6.1135
H -1.4099 4.0954 5.2574
H 0.2737 4.6085 4.9171
H -0.7380 3.9397 3.6087
C 6.3338 7.8911 2.1916
S 5.0352 6.8300 1.5474
O 4.3174 6.2497 2.7195
C 6.1197 5.5473 0.9075
H 5.8621 8.7430 2.6765
H 6.9304 7.3370 2.9160
H 6.9571 8.2373 1.3676
H 6.7349 5.1462 1.7119
H 6.7487 5.9639 0.1212
H 5.4981 4.7535 0.4963
C 8.5462 0.6585 1.4668
S 7.2418 1.8434 1.1017
O 7.9043 3.1496 0.8409
C 6.5679 1.9217 2.7641
H 9.1161 0.4977 0.5543
H 9.1993 1.0574 2.2430
H 8.0988 -0.2817 1.7900
H 7.3460 2.2362 3.4602
H 6.1778 0.9420 3.0413
H 5.7568 2.6479 2.7559
```

Results
Orbital gap, eV: 6.96
Highest occupied orbital energy, eV: -9.748
Charge: +1

***

(3)
This record from the OMol25 dataset describes a molecular structure, C26H70BF4N6O7Pd at a distorted geometry. The level of theory is the ωB97M-V functional and the def2-TZVPD basis.

Geometry as XYZ:
```
115
Properties=species:S:1:pos:R:3
Pd 3.5632 0.6984 -1.6576
B 0.3086 -0.1953 -0.5243
F 1.5342 0.0091 -1.2290
F -0.1821 -1.4663 -0.8394
F 0.6958 -0.0937 0.8068
F -0.6072 0.7860 -0.8861
C 1.6995 4.6397 -5.7053
O 1.8088 3.9361 -4.4677
C 0.6845 3.1328 -4.1624
C 1.0792 2.0342 -3.1270
N 2.5235 1.7141 -3.3675
C 2.7311 0.8175 -4.5084
C 2.3407 -0.6452 -4.2050
O 3.1143 -0.9881 -3.0672
C 3.0690 -2.3722 -2.8095
H 0.7856 5.2340 -5.6057
H 1.5866 4.0195 -6.5959
H 2.4739 5.3819 -5.8813
H 0.2975 2.6773 -5.0801
H -0.1480 3.7376 -3.7954
H 0.4091 1.1949 -3.2901
H 0.8526 2.4717 -2.1581
H 2.8052 2.6537 -3.6657
H 3.8128 0.8593 -4.6555
H 2.2103 1.2968 -5.3406
H 2.5832 -1.1239 -5.1559
H 1.2777 -0.7412 -3.9799
H 2.2041 -2.9517 -3.1414
H 3.1534 -2.5296 -1.7334
H 3.8808 -2.9167 -3.3051
C 1.0930 -5.1080 1.7551
C -0.1903 -4.2925 1.4095
C -1.3810 -4.8248 2.1843
O -1.6640 -6.1945 1.9052
C -2.5072 -6.8195 2.8361
N -0.0079 -2.8994 1.8603
H 1.6532 -4.4647 2.4381
H 1.7537 -5.1060 0.8848
H 1.0039 -6.0651 2.2613
H -0.3765 -4.4149 0.3401
H -2.2918 -4.2705 1.9266
H -1.1936 -4.7942 3.2633
H -3.4989 -6.3434 2.8482
H -2.4162 -6.8586 3.9334
H -2.5324 -7.8656 2.5390
H -0.9076 -2.6225 2.2378
H 0.1896 -2.2734 1.0928
C -2.2811 3.5211 3.3941
C -2.4368 4.3301 2.1087
C -2.2964 3.4121 0.8811
O -2.2720 4.3082 -0.2492
C -2.3825 3.5677 -1.4470
N -3.7800 4.9176 2.1889
H -2.5536 4.1165 4.2623
H -1.2602 3.1326 3.4441
H -2.8930 2.6163 3.3980
H -1.7455 5.1689 2.0379
H -3.1246 2.7114 0.7514
H -1.3693 2.8336 0.9685
H -3.3844 3.1421 -1.5228
H -1.6474 2.7528 -1.4789
H -2.0400 4.1753 -2.2868
H -4.4907 4.2544 2.4782
H -4.1101 5.2298 1.2809
C 2.1026 -1.3994 6.0683
C 0.8384 -1.8789 5.3347
C 0.3781 -0.7342 4.3639
O -0.9224 -1.1029 3.8624
C -1.5461 0.0461 3.2903
N 1.1595 -3.1349 4.6858
H 1.9475 -0.4122 6.5032
H 2.9675 -1.4935 5.4141
H 2.1408 -2.0733 6.9260
H 0.0093 -2.0277 6.0323
H 1.0981 -0.7150 3.5392
H 0.1504 0.1696 4.9337
H -1.8845 0.7173 4.0758
H -2.3013 -0.2718 2.5665
H -0.9068 0.5390 2.5470
H 0.6010 -3.2956 3.8492
H 2.0608 -2.8698 4.2882
C 3.3861 3.1047 1.9513
C 3.8188 2.0849 0.8907
C 3.8814 0.6695 1.4182
O 4.2510 -0.2073 0.2980
C 4.6342 -1.4622 0.8500
N 2.8709 2.1487 -0.2369
H 3.3967 4.1205 1.5382
H 4.0688 3.2742 2.7867
H 2.3821 3.0193 2.3726
H 4.7623 2.4892 0.5167
H 2.8595 0.3601 1.6538
H 4.5371 0.6163 2.2840
H 3.7796 -1.9066 1.3725
H 5.3762 -1.5338 1.6526
H 5.0124 -2.1097 0.0617
H 2.7371 3.1505 -0.3957
H 1.9212 1.9904 0.1176
C -3.7958 -0.0384 -0.8504
C -3.8349 -0.8402 -2.1766
C -3.6573 -0.0072 -3.4423
O -3.7528 -0.7856 -4.6198
C -5.0581 -0.8659 -5.2007
N -2.7946 -1.8799 -2.1891
H -4.4235 0.8500 -0.9165
H -2.7734 0.1622 -0.5351
H -4.1673 -0.6190 -0.0028
H -4.7955 -1.3623 -2.1953
H -2.7353 0.5870 -3.4079
H -4.3707 0.8213 -3.5632
H -5.4650 -1.6515 -4.5574
H -4.9318 -1.0286 -6.2687
H -5.7049 0.0161 -5.1445
H -2.6007 -2.0565 -3.1746
H -1.9134 -1.4164 -1.9590
```

Results
Orbital gap (spin up / spin down), eV: 6.91 / 4.23
2S+1: 3
Highest occupied orbital energy (spin up / spin down), eV: -10.287 / -10.287
Relative energy (zero: lowest compared OMol25 entry of this formula, charge and spin), kJ/mol: 161.2
Charge: +1

***

(4)
This record from the OMol25 dataset describes 10 unconnected molecules or ions with the total composition C26H70N2O28S8 at a distorted geometry. The level of theory is the ωB97M-V functional and the def2-TZVPD basis.

Geometry as XYZ:
```
134
Properties=species:S:1:pos:R:3
C 4.1353 2.1012 -4.2215
C 2.9648 1.2941 -3.7886
O 2.3488 0.7935 -4.9434
S 0.9160 -0.1125 -4.7659
C -0.1870 1.3359 -4.2382
O 0.4216 -0.5632 -6.0515
O 1.0609 -0.9576 -3.6035
H 4.7001 1.6030 -5.0096
H 4.7791 2.2968 -3.3639
H 3.8187 3.0599 -4.6321
H 3.3766 0.4653 -3.2128
H 2.3239 1.8955 -3.1439
H 0.3494 2.2055 -4.6177
H -0.1496 1.5683 -3.1739
H -1.2140 1.1527 -4.5543
C 1.1790 3.6773 4.8136
C 2.6309 3.2538 4.5277
O 3.4292 4.4680 4.4858
S 4.6745 4.4891 3.3662
C 3.6706 5.3826 2.0811
O 5.7630 5.3483 3.8388
O 4.9158 3.1382 2.8769
H 1.1450 4.2511 5.7398
H 0.6790 2.7236 4.9825
H 0.6075 4.2840 4.1112
H 2.9389 2.6746 5.3982
H 2.6645 2.4358 3.8081
H 2.6429 5.0217 2.1218
H 4.2313 5.3183 1.1485
H 3.7038 6.4265 2.3930
C 2.3512 -0.8153 2.8770
C 3.0424 -0.0606 1.6905
O 2.5656 1.2854 1.5948
S 2.3359 2.0622 0.0992
C 4.1337 2.0854 -0.3338
O 1.6531 1.1079 -0.8242
O 1.9858 3.4884 0.2670
H 1.3328 -1.0978 2.6103
H 2.3158 -0.2761 3.8237
H 2.8039 -1.7928 3.0430
H 4.0937 0.1286 1.9073
H 2.9461 -0.4965 0.6961
H 4.3752 1.1084 -0.7524
H 4.6584 2.2882 0.5999
H 4.2336 2.9121 -1.0371
C -1.2086 1.7944 2.8803
C -1.4423 0.9147 1.6411
O -0.7599 -0.2702 1.7627
S -1.3148 -1.5859 0.9231
C -0.2875 -1.2584 -0.4953
O -0.7129 -2.7415 1.5877
O -2.7355 -1.4649 0.5568
H -1.6314 2.7748 2.6610
H -0.1308 1.9367 2.9577
H -1.6113 1.3954 3.8113
H -2.4847 0.9147 1.3223
H -1.0634 1.5226 0.8195
H -0.4339 -2.0827 -1.1932
H 0.7680 -1.2101 -0.2276
H -0.5312 -0.2657 -0.8739
C -3.8306 -8.8306 2.1282
C -2.9063 -7.6320 2.3847
O -1.6018 -7.8710 1.8650
S -1.2819 -7.2887 0.3464
C -1.3826 -5.4606 0.8223
O 0.1187 -7.5763 0.0089
O -2.3455 -7.5063 -0.6017
H -4.8038 -8.7554 2.6133
H -3.2898 -9.7117 2.4736
H -4.0087 -8.9573 1.0603
H -3.3979 -6.7807 1.9138
H -2.9165 -7.4565 3.4605
H -2.4152 -5.1735 0.6239
H -0.7615 -4.9658 0.0757
H -1.2382 -5.2532 1.8826
C -3.3366 -0.8298 -2.8731
C -4.2114 -0.4481 -4.1241
O -3.3918 -0.2601 -5.2137
S -3.9514 -0.7482 -6.7401
C -2.5298 -0.2188 -7.7806
O -4.1125 -2.2018 -6.7542
O -5.1261 0.0143 -7.0915
H -2.7575 -1.7415 -3.0200
H -3.9399 -1.0095 -1.9833
H -2.6283 -0.0442 -2.6097
H -4.8838 -1.2730 -4.3595
H -4.7892 0.4270 -3.8269
H -2.7225 -0.8667 -8.6357
H -1.7013 -0.6054 -7.1870
H -2.5993 0.8640 -7.8844
C 5.7849 -1.6347 -0.5736
C 4.8959 -2.1073 -1.7766
O 3.5642 -2.3461 -1.3107
S 2.9155 -3.8824 -1.5555
C 3.5797 -4.7325 -0.0614
O 1.4404 -3.7721 -1.3901
O 3.5246 -4.5056 -2.7275
H 6.7667 -1.2441 -0.8412
H 5.9739 -2.5221 0.0305
H 5.1720 -0.8887 -0.0676
H 4.8202 -1.2633 -2.4621
H 5.4578 -2.9264 -2.2255
H 4.6185 -4.4320 0.0748
H 3.4485 -5.7923 -0.2799
H 3.0946 -4.5007 0.8867
C -6.6501 4.8598 -1.1317
C -5.1654 5.1347 -1.3816
O -4.5644 3.9237 -1.0279
S -3.0417 3.7102 -1.6342
C -2.1780 4.7899 -0.4636
O -2.6366 2.3054 -1.3742
O -2.9874 4.2278 -2.9941
H -7.2400 5.6666 -1.5668
H -6.9209 4.6891 -0.0898
H -7.0522 3.9780 -1.6305
H -5.0135 5.3609 -2.4369
H -4.7825 5.9131 -0.7216
H -2.8305 4.8720 0.4057
H -1.8679 5.7301 -0.9196
H -1.3493 4.2567 0.0024
C 1.4250 -5.2163 3.6421
N 0.6321 -5.7091 4.8206
O 1.0143 -5.4353 5.9641
O -0.4007 -6.3631 4.5710
H 1.0231 -4.2135 3.4970
H 1.1229 -5.8535 2.8110
H 2.4711 -5.0988 3.9247
C -3.3650 5.4395 5.4870
N -3.3026 5.9796 4.1271
O -2.8314 5.2907 3.2202
O -3.5850 7.1750 4.0071
H -4.1717 5.8718 6.0789
H -2.4467 5.7368 5.9934
H -3.3872 4.3573 5.3589
```

Results
Orbital gap, eV: 9.59
Highest occupied orbital energy, eV: -10.295
Relative energy (zero: lowest compared OMol25 entry of this formula, charge and spin), kJ/mol: 237.5
Charge: 0